No. 1
Computed, not measured: one molecule with the formula C4H7NO, with wB97M-V/def2-TZVPD.

```
13
Properties=species:S:1:pos:R:3:forces:R:3
C -1.151702 -1.362474 -0.739834 0.251 0.004 -0.066
N -0.607550 -0.028089 -0.573890 -0.752 -0.177 -0.888
C 1.451768 0.415643 -0.416973 -0.318 -1.188 0.950
C 0.147471 0.298128 0.530329 1.887 -0.184 -0.684
C -0.011651 1.640038 1.167421 0.191 0.276 0.327
O 0.357166 1.869538 2.293449 -0.329 0.018 -0.432
H -1.317191 -1.513885 -1.809719 0.102 -0.156 0.156
H -2.145851 -1.486922 -0.265001 0.398 0.417 0.042
H -0.504501 -2.152066 -0.341755 0.002 -0.004 -0.006
H 2.283746 -0.222638 -0.091360 -0.550 -0.225 -0.051
H 1.559312 0.643117 -1.479417 -0.902 0.705 0.514
H 0.311416 -0.517264 1.262899 0.097 0.451 -0.065
H -0.372434 2.416875 0.463852 -0.075 0.062 0.201
```
Positions in Å, forces in eV/Å.

Output
* relative energy (zero: lowest compared OMol25 entry of this formula, charge and spin): 120.1 kcal per mole
* energy: -7794.4347 eV



No. 2
Computed, not measured: C13H10BeBrO2 as an isolated structure, with wB97M-V/def2-TZVPD.

```
27
Properties=species:S:1:pos:R:3:forces:R:3
Be 0.932614 -0.318086 -0.859391 0.175 0.151 0.044
C 1.025496 -1.980378 -2.012162 1.759 -0.456 1.069
C 1.944344 -2.230123 -0.974935 -1.820 0.056 1.196
C 1.439884 -2.160783 0.391179 3.315 -0.603 -0.435
C 0.136042 -1.847255 0.673897 -0.826 0.281 -1.561
C -0.785408 -1.640714 -0.400025 2.713 -0.414 0.448
C -0.277020 -1.664370 -1.694004 -2.576 -0.900 -1.233
H 1.371197 -1.989930 -3.022945 -0.024 0.057 -0.493
H 2.953125 -2.545975 -1.184732 0.176 0.272 0.079
H 2.209313 -2.394272 1.211370 -1.457 0.601 -1.211
H -0.183702 -1.768372 1.674077 -0.382 0.065 0.999
H -1.798934 -1.507257 -0.197886 -1.459 0.521 0.177
H -0.978458 -1.591760 -2.546032 0.443 0.444 0.662
Br 2.474350 1.577627 0.800208 -0.774 -0.324 0.712
C 0.540217 1.539852 1.007110 -1.023 0.202 1.483
C -0.127460 1.237940 2.237331 0.756 -0.447 0.236
C -1.534750 1.334384 2.332349 0.918 1.366 -2.043
C -2.254180 1.897125 1.234171 1.499 -1.779 0.003
C -1.597935 2.087424 0.027443 0.614 0.020 1.693
C -0.235563 1.960104 -0.071800 1.747 -0.858 0.224
C 0.434926 2.034861 -1.409799 -0.886 -1.105 0.366
O 0.255366 2.956016 -2.121499 0.477 0.790 -1.168
O 1.035473 0.858143 -1.733229 -0.128 0.790 -0.092
H 0.469727 0.875906 3.124956 -0.736 0.520 -1.130
H -2.046707 1.049347 3.213358 -0.284 -0.168 0.802
H -3.308083 1.919016 1.152373 -1.002 0.238 0.668
H -2.093874 2.311532 -0.851385 -1.214 0.680 -1.498
```
Positions in Å, forces in eV/Å.

Output
* energy: -88176.3860 eV
* charge: +1



No. 3
Computed, not measured: a 10-piece molecular cluster, C18H56N10O10 overall, with wB97M-V/def2-TZVPD.

```
94
Properties=species:S:1:pos:R:3:forces:R:3
C 1.044840 0.787064 -4.158936 -0.638 0.175 -1.329
O 1.826840 -0.282936 -3.610936 -1.107 0.618 0.776
H 1.602840 1.086064 -5.069936 -0.556 -0.142 0.429
H 0.887840 1.714064 -3.566936 0.662 -0.746 0.048
H -0.033160 0.525064 -4.452936 1.542 -0.159 0.276
H 1.370840 -0.645936 -2.813936 0.425 0.396 -0.766
C 0.503840 -0.062936 -0.614936 4.315 2.168 5.675
O 1.176840 0.309064 0.545064 -2.595 -1.891 -4.838
N -0.016160 0.790064 -1.405936 -2.579 4.163 -2.479
N 0.527840 -1.266936 -1.108936 1.433 -4.626 0.647
H 0.102840 1.871064 -1.364936 -0.723 -2.779 0.507
H -0.581160 0.420064 -2.196936 0.613 0.405 0.718
H 1.225840 -1.946936 -0.664936 -2.001 0.833 -0.362
H -0.087160 -1.650936 -1.822936 0.148 0.686 0.347
C 2.871840 -3.432936 -1.095936 0.108 -9.235 0.505
O 2.794840 -4.836936 -0.981936 0.497 7.797 -0.371
N 3.228840 -2.814936 -2.162936 2.295 -0.326 -4.701
N 2.596840 -2.602936 -0.111936 -0.369 -1.023 4.049
H 3.871840 -3.324936 -2.828936 -1.599 0.912 0.916
H 3.306840 -1.820936 -2.109936 0.370 0.397 -0.408
H 2.869840 -3.078936 0.748064 -0.831 0.489 0.075
H 2.819840 -1.631936 -0.119936 0.774 0.640 0.048
C 0.839840 3.799064 -0.501936 -4.441 6.439 5.085
O -0.076160 4.766064 -0.172936 3.986 -4.536 -2.401
N 0.914840 3.281064 -1.673936 -0.692 -0.512 -5.671
N 1.664840 3.350064 0.426064 1.321 -0.820 0.751
H 0.315840 3.728064 -2.429936 1.391 -0.824 1.412
H 1.568840 2.524064 -1.903936 -0.122 1.030 -0.020
H 1.355840 3.528064 1.363064 0.095 0.418 -0.122
H 2.332840 2.591064 0.301064 -0.570 0.217 -0.237
C 4.366840 -0.032936 2.343064 8.340 0.734 -0.067
O 5.768840 0.144064 2.413064 -7.332 -1.388 -0.149
N 3.552840 0.966064 2.230064 -1.886 3.167 -0.140
N 3.654840 -1.125936 2.277064 1.363 -4.736 -0.352
H 3.913840 1.842064 2.528064 -0.091 0.783 -0.177
H 2.616840 0.811064 1.825064 0.631 0.401 0.371
H 4.146840 -2.036936 2.194064 -0.518 1.236 0.467
H 2.693840 -1.114936 2.578064 -0.209 -0.269 -0.148
C -3.084160 -2.924936 -0.797936 -2.132 -10.482 0.880
O -2.796160 -4.236936 -0.539936 -1.283 6.195 -1.236
N -4.215160 -2.507936 -1.287936 -4.563 0.186 -2.003
N -2.303160 -1.977936 -0.643936 7.330 6.175 2.810
H -4.854160 -3.245936 -1.566936 0.047 0.448 0.103
H -4.481160 -1.513936 -1.498936 0.741 -1.662 0.531
H -1.479160 -2.146936 -0.059936 -0.294 -0.123 -0.509
H -2.571160 -0.978936 -0.616936 -0.423 -1.453 -0.053
C -1.182160 -0.615936 3.044064 -0.986 1.784 -0.231
C -0.122160 -1.628936 3.247064 -4.875 -3.279 0.198
C -0.092160 -2.670936 2.144064 -0.392 -1.807 0.065
O 1.082840 -1.209936 3.268064 6.708 4.721 2.169
H -2.093160 -1.126936 2.776064 -0.472 -0.088 -0.152
H -0.927160 0.110064 2.272064 0.129 -0.198 -0.312
H -1.440160 0.012064 3.922064 0.402 -0.513 -0.099
H -0.360160 -2.017936 4.253064 -0.248 -0.996 -0.277
H 0.436840 -2.322936 1.242064 -0.187 0.214 0.633
H -1.118160 -2.886936 1.868064 -0.160 -0.531 -0.168
H 0.401840 -3.651936 2.455064 -0.640 1.333 -0.287
H 1.142840 -0.501936 3.966064 0.410 -0.834 -0.972
C 0.165840 2.511064 3.182064 0.327 1.471 0.642
C 0.682840 3.964064 3.409064 1.666 -4.491 7.090
C 2.156840 4.102064 3.808064 -0.389 -0.489 1.598
O 0.496840 4.766064 2.480064 -2.719 4.785 -7.880
H -0.891160 2.526064 2.951064 -0.103 0.117 -0.445
H 0.225840 2.020064 4.141064 0.237 -0.280 0.360
H 0.741840 1.974064 2.466064 0.170 -0.656 -0.715
H 0.106840 4.311064 4.247064 -0.477 -0.183 1.444
H 2.768840 4.041064 2.922064 0.475 0.169 -0.165
H 2.414840 3.334064 4.512064 0.503 -0.657 0.256
H 2.308840 5.030064 4.408064 -0.037 -0.291 -0.926
H 0.998840 5.568064 2.538064 0.259 0.555 -0.040
C -2.328160 2.180064 -0.394936 -1.048 -0.319 0.619
C -2.888160 0.945064 0.315064 3.087 6.488 3.528
C -3.424160 1.392064 1.637064 0.288 1.257 0.790
O -3.824160 0.379064 -0.299936 -6.453 -4.169 -5.096
H -2.106160 1.923064 -1.388936 0.566 -0.253 -1.280
H -1.485160 2.480064 0.167064 1.095 0.734 0.216
H -3.028160 3.008064 -0.467936 -0.298 0.029 0.393
H -2.142160 0.289064 0.494064 3.010 -2.104 0.589
H -4.078160 2.259064 1.496064 -0.122 -0.048 -0.149
H -2.599160 1.765064 2.202064 0.345 0.204 0.853
H -3.974160 0.657064 2.196064 -0.022 -0.651 0.205
H -4.617160 0.759064 0.055064 -1.204 -0.166 -0.420
C -0.497160 -2.939936 -3.596936 -0.064 -0.470 -0.162
C -1.477160 -1.862936 -4.050936 1.881 -6.070 -6.461
C -2.671160 -2.569936 -4.672936 -0.198 -2.043 0.125
O -1.813160 -1.051936 -3.161936 -2.551 5.352 7.700
H -0.628160 -3.435936 -2.662936 -1.438 -0.486 1.001
H 0.419840 -2.511936 -3.396936 2.414 1.149 -0.220
H -0.290160 -3.752936 -4.266936 -0.204 -0.148 -0.752
H -0.952160 -1.288936 -4.825936 -0.070 -0.213 -0.298
H -3.165160 -3.241936 -3.919936 0.908 0.010 -0.468
H -2.447160 -3.149936 -5.600936 -0.063 0.398 0.835
H -3.484160 -1.938936 -4.853936 -1.009 1.630 -0.781
H -2.166160 -1.514936 -2.334936 0.674 0.659 -1.443
```
Positions in Å, forces in eV/Å.

Output
* relative energy (zero: lowest compared OMol25 entry of this formula, charge and spin): 249.8 kcal per mole
* energy: -54943.8589 eV
* SMILES: NC(N)=O.NC(N)=O.NC(N)=O.NC(N)=O.NC(N)=O.CC(C)O.CC(C)O.CC(C)O.CC(C)O.CO



No. 4
Computed, not measured: a 3-piece molecular cluster, C6H14O2 overall, with wB97M-V/def2-TZVPD.

```
22
Properties=species:S:1:pos:R:3:forces:R:3
C -2.016597 0.586853 1.482389 2.679 2.185 3.023
C -0.951095 1.317525 0.714475 0.795 -0.634 -0.330
C -1.230566 2.542513 0.258732 -0.830 3.311 -1.658
C 2.205812 0.040319 -1.002911 -1.055 -2.427 1.787
C 1.041123 0.844617 -0.671981 0.520 2.030 -1.103
C 0.303750 0.624115 0.436346 -2.169 0.329 1.333
H -1.539461 0.575182 2.543972 -0.808 -1.567 -1.418
H -2.852957 1.191773 1.712041 -1.180 0.825 -0.391
H -2.278554 -0.248332 0.922944 -0.508 -1.915 0.023
H -2.131884 3.168707 0.452493 0.109 -1.234 0.232
H -0.647067 3.169660 -0.452145 0.400 -0.960 0.717
H 1.739841 -0.789515 -1.589605 0.974 -0.385 -0.110
H 2.715029 -0.385559 -0.088574 -0.487 0.306 -0.941
H 2.887547 0.552855 -1.567793 1.907 1.081 -1.580
H 0.695167 1.475957 -1.526486 -0.152 -0.554 0.935
H 0.691639 0.019277 1.262293 -0.069 -0.231 -0.286
H 2.400122 -3.094629 -0.222542 -2.483 -0.590 0.015
H 1.118421 -3.304728 -1.012317 -1.840 0.716 -4.642
O 1.425055 -3.394685 -0.182973 4.256 -0.115 4.706
H -0.480084 -1.406795 -0.302198 0.681 0.592 0.186
H -1.931623 -1.745535 -0.277003 0.645 -0.115 -0.802
O -1.163617 -1.739577 -0.889158 -1.385 -0.649 0.306
```
Positions in Å, forces in eV/Å.

Output
* relative energy (zero: lowest compared OMol25 entry of this formula, charge and spin): 38.0 kcal per mole
* energy: -10540.8228 eV
* charge: -1
* multiplicity: 2



No. 5
Computed, not measured: a 2-piece molecular cluster, C4H12 overall, with wB97M-V/def2-TZVPD.

```
16
Properties=species:S:1:pos:R:3:forces:R:3
C -1.158381 1.245809 -0.665180 -1.563 0.454 1.235
C -2.189950 2.328079 -1.032700 0.636 0.226 -0.481
H -0.180572 1.685860 -0.535426 0.495 -0.337 -0.599
H -1.430906 0.916329 0.348136 0.095 -0.134 -0.131
H -1.295125 0.362334 -1.279475 0.764 0.070 -0.366
H -1.874229 2.937833 -1.886876 0.060 -0.241 -0.047
H -3.142879 1.885164 -1.312183 -0.166 0.080 0.277
H -2.290100 3.044281 -0.218363 -0.319 -0.123 0.113
C 0.945518 -1.710548 0.740977 -0.215 0.403 -0.513
C 2.436204 -1.919454 0.913368 0.468 0.159 0.162
H 0.323512 -2.501096 1.155621 0.199 -0.002 0.516
H 0.679667 -0.745630 1.168708 -0.354 -0.053 0.068
H 0.628983 -1.698450 -0.307212 0.326 0.197 -0.042
H 3.063177 -1.171120 0.419173 -0.394 -0.048 -0.523
H 2.726422 -2.901324 0.544224 0.254 -0.034 0.219
H 2.758657 -1.758067 1.947208 -0.286 -0.619 0.111
```
Positions in Å, forces in eV/Å.

Output
* relative energy (zero: lowest compared OMol25 entry of this formula, charge and spin): 6.2 kcal per mole
* energy: -4342.2610 eV
* SMILES: CC.CC



No. 6
Computed, not measured: a 3-piece molecular cluster, C5H13N2O overall, with wB97M-V/def2-TZVPD.

```
21
Properties=species:S:1:pos:R:3:forces:R:3
N 2.857182 0.739519 0.895242 0.631 -0.410 0.206
C 1.684128 -0.100730 0.716722 -0.714 0.989 0.020
C 0.547505 0.613872 1.462149 0.418 -0.563 -0.255
C 1.401242 -0.474625 -0.783075 -0.138 0.300 0.092
N 2.584137 -0.601743 -1.528769 0.166 -0.140 -0.030
C -2.590241 -1.006479 0.304321 1.025 1.245 -2.208
C -2.995470 0.252260 -0.208598 -0.403 2.300 0.816
O -3.760528 0.477284 -1.142864 0.030 -0.422 -0.580
H 2.633392 1.727759 0.874177 -0.127 -0.132 -0.305
H 3.468838 0.505587 0.109993 -0.053 0.232 -0.190
H 1.878779 -1.071589 1.180650 0.035 -0.022 0.297
H 0.862911 0.710885 2.500805 -0.277 -0.013 0.192
H 0.360395 1.623244 1.081065 0.124 -0.053 -0.202
H -0.370329 0.053947 1.356753 -0.246 -0.097 0.338
H 0.768509 0.328192 -1.245335 -0.112 0.471 0.212
H 0.659207 -1.316618 -0.776417 0.414 -0.166 0.221
H 2.994609 -1.514462 -1.326657 -0.201 -0.220 -0.286
H -2.514477 -1.142271 1.370435 0.690 -0.297 -0.070
H -2.715312 -1.728679 -0.497854 -0.076 -0.773 0.797
H -2.659782 1.150219 0.394805 -0.353 -0.351 0.065
H -1.189803 0.317014 -0.562549 -0.832 -1.877 0.871
```
Positions in Å, forces in eV/Å.

Output
* relative energy (zero: lowest compared OMol25 entry of this formula, charge and spin): 138.8 kcal per mole
* energy: -10417.6784 eV
* charge: -1